#A
Density functional theory data (ωB97M-V with the def2-TZVPD basis set) for 2 unconnected molecules or ions with the total composition C2H7NS.

```
11
Properties=species:S:1:pos:R:3
S -3.26283 2.37768 -0.36236
H -2.28312 3.24775 -0.20443
C 0.84981 -0.92400 0.48174
C 1.96558 -0.46238 -0.04622
N -0.46454 -0.60859 -0.08389
H 0.81201 -1.48927 1.41185
H 2.92698 -0.69115 0.38176
H 1.98139 0.20347 -0.90793
H -1.06688 -0.26116 0.68926
H -0.43615 0.00117 -0.91342
H -1.02226 -1.39351 -0.44638
```

For the HOMO energy, the calculation gives -5.89 eV. As for the charge: 0. The calculation puts the molar mass at 77.2 g/mol. The value obtained for the gap between HOMO and LUMO is 5.33 eV.

These are the Löwdin partial charges, in e, on atoms 1 to 5: S -0.3269; H -0.5176; C -0.1564; C 0.0677; N 0.1826


#B
Density functional theory data (ωB97M-V with the def2-TZVPD basis set) for a single C2H7NS molecule.

```
11
Properties=species:S:1:pos:R:3
N 1.18522 -0.92650 0.84207
C 0.36364 0.20394 0.48554
C -0.63091 -0.05831 -0.63591
S -1.80353 1.24772 -1.03647
H 0.71068 -1.58199 1.46033
H 1.48518 -1.45961 0.03532
H 1.04296 0.98005 0.11469
H -0.06720 0.69208 1.35676
H -0.07132 -0.39948 -1.51521
H -1.22173 -0.95658 -0.39368
H -0.99301 2.25868 -0.71343
```

For the HOMO energy, the calculation gives -9.04 eV. As for the charge: 0. The calculation puts the molar mass at 77.2 g/mol. The value obtained for the gap between HOMO and LUMO is 10.08 eV. Its structure (SMILES) is NCCS.

These are the Löwdin partial charges, in e, on atoms 1 to 5: N -0.0140; C -0.3842; C -0.6198; S 0.6919; H 0.0703


#C
Density functional theory data (ωB97M-V with the def2-TZVPD basis set) for 2 unconnected molecules or ions with the total composition C2H7NS.

```
11
Properties=species:S:1:pos:R:3
C 0.38121 -1.15907 0.37698
C 1.38061 -0.31202 0.12647
N 1.57644 0.37678 -1.05433
H 0.36042 -1.64555 1.34020
H -0.38712 -1.38324 -0.34276
H 2.16107 -0.13374 0.86117
H 0.80987 0.44141 -1.69948
H 2.20717 1.15680 -1.07613
S -2.55342 1.44316 0.50811
H -2.10450 0.18385 0.41430
H -3.83176 1.03164 0.54547
```

For the HOMO energy, the calculation gives -8.28 eV. As for the charge: 0. The calculation puts the molar mass at 77.2 g/mol. The value obtained for the gap between HOMO and LUMO is 9.27 eV. Its structure (SMILES) is C=CN.S.

These are the Löwdin partial charges, in e, on atoms 1 to 5: C -0.0612; C -0.3056; N 0.0374; H 0.0399; H 0.0373


Which structure is the least stable? The one labeled #A.


#A
Density functional theory data (ωB97M-V with the def2-TZVPD basis set) for 2 unconnected molecules or ions with the total composition C2H5O2S.

```
10
Properties=species:S:1:pos:R:3
C 1.64483 0.21288 -1.25669
S 1.54784 -1.05388 0.07515
H 1.31056 1.15243 -0.83094
H 1.09867 0.07554 -2.18990
H 2.71658 0.33539 -1.42906
O -2.65109 1.45525 0.64117
C -1.76843 0.74361 0.16079
O -1.08793 -0.16372 0.72547
H -1.54646 0.93130 -0.91322
H 0.19447 -0.52997 0.43285
```

For the HOMO energy, the calculation gives -4.28 eV. As for the charge: -1. The calculation puts the molar mass at 93.1 g/mol. The value obtained for the gap between HOMO and LUMO is 8.10 eV.

These are the Löwdin partial charges, in e, on atoms 1 to 5: C -0.5557; S 0.4404; H 0.0017; H 0.0135; H -0.0126


#B
Density functional theory data (ωB97M-V with the def2-TZVPD basis set) for 2 unconnected molecules or ions with the total composition C2H5O2S.

```
10
Properties=species:S:1:pos:R:3
C 1.20411 0.60738 -0.41673
C -0.22084 0.70180 0.06190
O -2.33692 -1.45526 1.26687
O -1.11350 -2.53517 -0.52217
S -1.01357 -1.71683 0.69362
H 1.62144 1.72569 -0.23928
H 1.66369 -0.23823 0.26451
H 1.31517 0.38878 -1.43310
H -0.94257 1.18026 -0.60904
H -0.17701 1.34159 0.93343
```

For the HOMO energy (alpha / beta), the calculation gives -2.31 / -2.31 eV. As for the charge: -1. The calculation puts the molar mass at 93.1 g/mol. The value obtained for the gap between HOMO and LUMO (alpha / beta) is 6.50 / 6.50 eV.

These are the Löwdin partial charges, in e, on atoms 1 to 5: C -0.2817; C -0.3263; O -0.5976; O -0.5894; S 0.6401


Which structure is the least stable? The one labeled #B.


#A
Density functional theory data (ωB97M-V with the def2-TZVPD basis set) for a single C5H10N2O molecule.

```
18
Properties=species:S:1:pos:R:3
C 1.15889 -0.14007 -2.43036
C 1.19628 0.28569 -1.15933
N 2.24515 -0.18571 -0.30249
C 0.03273 0.89272 -0.48614
C -0.72522 -0.19896 0.32421
N -2.10558 -0.27708 -0.26182
C -0.47778 -0.04277 1.82918
O -1.37772 -0.23433 2.60498
H 0.42624 -0.02673 -3.17307
H 1.93284 -0.73861 -2.77990
H 2.65558 0.39364 0.48500
H 3.01838 -0.50587 -0.83870
H -0.69874 1.46506 -1.16498
H 0.37751 1.73294 0.31215
H -0.28451 -1.18541 -0.00520
H -2.44092 -1.25920 -0.19045
H -2.80749 0.36957 0.16980
H 0.75645 0.08912 1.83033
```

For the HOMO energy, the calculation gives -8.55 eV. As for the charge: 0. The calculation puts the molar mass at 114.1 g/mol. The value obtained for the gap between HOMO and LUMO is 9.35 eV. Its structure (SMILES) is C=C(N)C[C@H](N)C=O.

These are the Löwdin partial charges, in e, on atoms 1 to 5: C 0.0451; C -0.4316; N 0.0641; C -0.1636; C -0.3698


#B
Density functional theory data (ωB97M-V with the def2-TZVPD basis set) for a molecular structure, C5H10N2O.

```
18
Properties=species:S:1:pos:R:3
C -0.86272 1.45597 0.81101
C 0.45219 0.73879 0.36561
C 0.08059 -1.54091 0.17298
C -0.03100 -1.00693 -1.23912
C 0.22114 0.43291 -1.18599
H -1.95811 0.04959 1.86760
H -0.74845 1.82364 1.97721
H -1.14437 2.41771 0.29573
H 1.19500 1.34306 0.45572
H 1.90917 -0.65075 0.42346
H 0.74052 -2.39837 0.55424
H -0.88600 -1.65404 0.71670
H -0.83590 -1.59120 -1.74871
H 2.03651 -0.22624 -1.34319
H -0.29911 1.34935 -1.65990
N 0.85155 -0.54699 0.83171
N 1.00983 -0.38755 -1.93955
O -1.73084 0.39196 0.64448
```

For the HOMO energy, the calculation gives -8.68 eV. As for the charge: 0. The calculation puts the molar mass at 114.1 g/mol. The value obtained for the gap between HOMO and LUMO is 8.88 eV.

These are the Löwdin partial charges, in e, on atoms 1 to 5: C -0.2713; C -0.3058; C -0.2115; C -0.2773; C -0.3081


Which structure is the least stable? The one labeled #B.


#A
Density functional theory data (ωB97M-V with the def2-TZVPD basis set) for a single C9H8O2 molecule.

```
19
Properties=species:S:1:pos:R:3
C 0.19758 2.35232 0.00850
C -1.19481 2.47176 -0.00895
C 0.81894 1.20139 -0.42132
C -1.82984 1.25255 -0.19005
C 0.19876 -0.00326 -0.44628
C -1.21836 0.07027 -0.34057
C -3.22798 -1.29816 -0.14997
C 0.89055 -1.24172 -0.54147
C 0.42818 -2.25861 0.50741
O -1.96526 -1.10454 -0.59536
O -3.82244 -0.57755 0.56930
H 0.72833 3.30762 -0.16341
H -1.71924 3.35131 0.23486
H 1.89429 1.16393 -0.56513
H -2.84254 1.34182 -0.33907
H -3.56608 -2.21154 -0.54987
H 0.65595 -1.76005 1.51574
H 0.89037 -3.16084 0.35659
H -0.69608 -2.36418 0.34099
```

For the HOMO energy (alpha / beta), the calculation gives -7.95 / -8.22 eV. As for the charge: 0. The calculation puts the molar mass at 148.2 g/mol. The value obtained for the gap between HOMO and LUMO (alpha / beta) is 7.38 / 7.45 eV.

These are the Löwdin partial charges, in e, on atoms 1 to 5: C -0.0730; C -0.0244; C -0.0574; C -0.0286; C -0.2615


#B
Density functional theory data (ωB97M-V with the def2-TZVPD basis set) for a single C9H8O2 molecule.

```
19
Properties=species:S:1:pos:R:3
C 2.18244 0.94709 -0.18847
C 1.10455 1.82729 0.17820
C 2.01896 -0.43638 -0.23863
C -0.23115 1.30881 0.29593
C 0.73554 -0.97739 0.10212
C -0.40457 -0.04461 0.12933
C -2.64258 -0.10535 0.04908
C -3.30857 1.03474 0.00837
C 0.39392 -2.24673 0.22567
O -1.53691 -0.59012 -0.35782
O 1.28503 -3.28042 -0.04728
H 3.10943 1.40517 -0.24506
H 1.32819 2.84771 0.33213
H 2.73543 -1.18276 -0.55025
H -1.16355 1.87650 0.36649
H -2.86828 1.87968 -0.59041
H -4.31360 1.26355 0.53862
H -0.55303 -2.62788 0.51312
H 2.12876 -2.89889 -0.52115
```

For the HOMO energy (alpha / beta), the calculation gives -6.94 / -7.98 eV. As for the charge: 0. The calculation puts the molar mass at 148.2 g/mol. The value obtained for the gap between HOMO and LUMO (alpha / beta) is 6.94 / 7.44 eV.

These are the Löwdin partial charges, in e, on atoms 1 to 5: C -0.0700; C -0.0399; C -0.0060; C 0.0005; C -0.1761


Which structure is the least stable? The one labeled #B.